P | {"formula": "C4H8N2", "method": "ωB97M-V/def2-TZVPD", "smiles": "CN[C@@H](C)C#N", "lumo_ha": 0.0314, "species": ["C", "C", "C", "C", "H", "H", "H", "H", "H", "H", "H", "H", "N", "N"], "coordinates": [[-0.6180, -0.3520, 1.7045], [0.5724, -0.0386, -0.4030], [-0.5846, -0.3865, -1.3814], [1.4431, 0.9738, -1.0781], [-1.4878, -0.7811, 1.1398], [-0.9847, 0.2902, 2.5334], [0.1067, -1.1039, 2.0204], [0.8813, 1.0560, 1.2206], [1.2204, -0.8896, -0.2556], [-1.3116, 0.5374, -1.2035], [-1.0881, -1.3131, -1.0272], [-0.3159, -0.3749, -2.5206], [0.0821, 0.5681, 0.7954], [2.0849, 1.8143, -1.5447]]}



Q | {"formula": "C4H8N2", "method": "ωB97M-V/def2-TZVPD", "smiles": "CC#CN(C)N", "lumo_ha": 0.0330, "species": ["C", "C", "C", "C", "N", "N", "H", "H", "H", "H", "H", "H", "H", "H"], "coordinates": [[1.4011, -0.0332, 0.2428], [0.1910, 0.3748, 0.2086], [2.8528, -0.0408, -0.0200], [-1.8308, 0.3101, -0.9780], [-1.8106, -0.5247, 1.2262], [-1.1542, 0.3147, 0.2533], [3.2675, -0.9716, 0.4582], [2.7581, -0.0980, -1.0876], [3.3118, 0.8645, 0.2928], [-1.8511, -0.5642, -1.5956], [-2.9475, 0.6977, -0.9686], [-1.2076, 1.0180, -1.6156], [-1.7753, 0.0359, 2.1551], [-1.2052, -1.3834, 1.4285]]}



R | {"formula": "C4H8N2", "method": "ωB97M-V/def2-TZVPD", "smiles": "CC(C)=N.C#N", "lumo_ha": 0.0277, "species": ["C", "C", "C", "C", "N", "N", "H", "H", "H", "H", "H", "H", "H", "H"], "coordinates": [[-2.7839, -1.5507, 2.1082], [-0.3133, 0.9350, -1.0550], [1.8638, -0.2256, -0.1623], [0.3473, -0.0599, -0.1147], [-3.8580, -1.9147, 1.8923], [-0.3834, -0.5092, 0.7853], [-1.0139, 1.6907, -0.6624], [0.4714, 1.3051, -1.6164], [-0.9518, 0.2470, -1.6098], [2.2926, -0.2543, -1.1972], [1.9834, -1.1611, 0.3397], [2.2208, 0.5333, 0.3900], [-0.0709, -1.3959, 1.2472], [-1.7728, -1.2200, 2.1348]]}



The computed energies, referenced to the most stable structure and given in eV, are P 0.000; Q 3.001; R 0.793.